C47H52FN9O14PS2 | ωB97M-V/def2-TZVPD

- Max |F|: 6.5 eV/Å
- Kohn-Sham gap: 3.29 eV

Geometry as ORCA input:
```
! wB97M-V def2-TZVPD RIJCOSX def2/J DEFGRID3
* xyz 1 1
S -0.248 4.080 -5.376
S -0.532 -3.191 -4.865
P 0.093 3.141 -3.683
F -0.781 -3.293 -6.543
O 0.685 -4.016 -4.570
O 3.687 -3.344 2.969
O -8.060 1.519 5.062
O 1.728 3.553 -3.290
O 4.214 10.422 -8.806
O 4.009 10.674 -6.665
O -1.033 3.764 -2.579
O -7.821 2.408 3.101
O -1.773 -3.710 -4.207
O 1.692 3.578 3.708
O 7.849 -9.789 3.593
O 1.703 5.365 4.929
O 3.616 -5.042 1.626
O 7.847 -11.580 2.376
N -0.088 1.347 -3.934
N -8.479 2.155 4.103
N 7.800 -10.367 2.513
N 1.648 4.793 3.851
N 3.789 10.079 -7.712
N -4.169 1.218 0.780
N 3.811 -4.537 2.725
N -0.414 1.037 -5.179
N -1.812 -4.040 3.185
C -5.848 -0.438 1.720
C -4.747 1.822 1.977
C 4.827 -7.608 4.609
C 4.224 -5.419 3.819
C -12.486 3.524 4.237
C -10.386 3.337 3.068
C -0.070 -3.503 1.456
C -0.782 -2.275 -0.722
C 0.586 1.115 -1.310
C -0.322 -1.396 -4.398
C -11.705 3.776 3.112
C -0.578 -4.611 2.547
C 1.339 7.177 0.361
C 1.510 7.007 2.761
C -0.766 -3.703 0.020
C 2.720 8.142 -8.812
C -2.082 0.999 -0.767
C 7.576 -7.384 0.259
C 0.186 0.573 -2.760
C 5.047 -7.081 5.879
C 0.093 -1.007 -2.941
C 7.682 -9.547 1.303
C -5.807 0.850 2.612
C -9.860 2.641 4.155
C 1.677 7.296 -6.366
C 2.442 8.456 -6.425
C 2.964 8.870 -7.649
C 1.956 6.982 -8.744
C -0.642 1.585 -0.381
C -10.634 2.392 5.287
C 7.513 -9.386 -1.090
C -3.175 1.968 -0.021
C -11.952 2.838 5.324
C 1.527 5.618 2.647
C 1.439 6.559 -7.523
C 7.664 -8.158 1.412
C 0.401 -2.069 -1.796
C 1.346 5.789 0.256
C 1.419 7.786 1.611
C 4.848 -5.725 6.121
C -0.576 -0.327 -5.494
C 4.412 -6.779 3.574
C 7.504 -7.997 -0.988
C 7.603 -10.167 0.058
C -4.787 -0.079 0.612
C 1.440 5.003 1.399
C 4.435 -4.887 5.090
H 4.982 -8.666 4.427
H -6.482 -1.383 1.780
H 0.847 5.649 -7.472
H 4.244 -7.203 2.590
H 2.221 2.715 -3.104
H 1.268 6.963 -5.417
H 1.447 3.923 1.303
H -0.194 -4.513 -0.548
H 7.719 -7.667 2.378
H 1.572 7.494 3.728
H 1.412 8.868 1.688
H -2.453 -3.702 2.437
H -2.233 -0.041 -0.298
H -1.886 3.969 -3.030
H 7.454 -9.858 -2.064
H -9.788 3.540 2.186
H 1.765 6.404 -9.642
H 0.647 -3.101 -2.262
H 7.442 -7.390 -1.886
H 3.117 8.461 -9.770
H 1.273 7.787 -0.534
H -2.352 1.046 -1.876
H -12.127 4.312 2.269
H -4.541 2.842 2.435
H 1.340 1.996 -1.335
H -2.608 2.780 0.549
H -1.799 -2.040 -1.227
H -0.644 -1.441 0.073
H -0.761 -5.642 2.064
H -6.464 1.006 3.521
H -10.231 1.856 6.140
H 5.018 -5.320 7.113
H 1.073 -3.559 1.283
H 1.143 0.281 -0.729
H 7.568 -6.301 0.333
H 5.377 -7.731 6.684
H -1.568 -3.170 3.701
H -0.312 -2.479 1.936
H 1.281 5.319 -0.721
H 7.612 -11.248 -0.035
H -0.613 2.733 -0.307
H 1.386 -1.739 -1.280
H -3.773 2.523 -0.848
H -0.408 1.209 0.690
H 2.623 9.020 -5.516
H 0.249 -4.643 3.348
H -12.564 2.647 6.199
H -13.517 3.863 4.266
H -4.468 -0.688 -0.295
H -1.867 -4.026 0.152
H -0.857 -0.607 -6.576
H 4.287 -3.831 5.291
*
```

---

C10H7CeN2O5 | ωB97M-V/def2-TZVPD

- Max |F|: 7.6 eV/Å
- Kohn-Sham gap (alpha / beta): 5.73 / 5.74 eV
- Relative energy (zero: lowest compared OMol25 entry of this formula, charge and spin): 0.00 kJ/mol
- <S²>: 0.75

Geometry as ORCA input:
```
! wB97M-V def2-TZVPD RIJCOSX def2/J DEFGRID3
* xyz 2 2
Ce 0.293 0.261 -1.125
O 0.181 -0.533 -4.756
O -0.196 5.211 -3.081
O 2.761 -0.941 -3.587
O -2.600 -0.947 -3.063
O -0.156 -3.088 -2.217
N -0.942 -2.003 1.586
N 0.086 0.087 1.347
C -1.758 -0.470 -2.424
C -0.395 -0.893 2.177
C 0.726 1.428 3.218
C 0.164 0.470 4.063
C -0.109 4.118 -2.761
C 0.274 -0.090 -3.632
C -0.374 -0.702 3.569
C 0.043 -2.048 -1.721
C 0.643 1.236 1.841
C 1.845 -0.573 -2.914
H -0.902 -2.161 0.564
H -0.791 -1.551 4.126
H 1.155 2.363 3.590
H 0.088 1.043 -3.215
H 0.183 0.590 5.141
H 1.041 1.935 1.071
H -1.261 -2.744 2.205
*
```

---

C2H5F3O | ωB97M-V/def2-TZVPD

- Max |F|: 3.2 eV/Å
- Kohn-Sham gap: 12.34 eV
- Relative energy (zero: lowest compared OMol25 entry of this formula, charge and spin): 0.00 kJ/mol
- SMILES string: CC(F)(F)F.O

Geometry as ORCA input:
```
! wB97M-V def2-TZVPD RIJCOSX def2/J DEFGRID3
* xyz 0 1
F 1.220 -0.347 2.138
F 1.470 0.218 0.075
F -0.010 -1.306 0.529
O -0.391 -0.530 -2.962
C -0.527 0.771 1.143
C 0.554 -0.164 0.986
H -0.039 1.681 1.532
H -0.980 1.007 0.165
H -0.558 -1.363 -2.465
H -1.329 0.476 1.840
H 0.589 -0.444 -2.980
*
```

---

C50H43FN3PS2Se2W | ωB97M-V/def2-TZVPD

- Max |F|: 2.8 eV/Å
- Kohn-Sham gap (alpha / beta): 5.61 / 4.15 eV
- Relative energy (zero: lowest compared OMol25 entry of this formula, charge and spin): 251.59 kJ/mol
- <S²>: 2.06

Geometry as ORCA input:
```
! wB97M-V def2-TZVPD RIJCOSX def2/J DEFGRID3
* xyz 2 3
W 0.418 -0.853 -0.109
Se -0.809 -2.563 1.222
Se 2.650 -1.407 0.215
S -1.787 -6.011 -1.376
S 4.014 3.666 -1.103
P 0.335 -1.224 2.639
F -2.054 -1.073 -0.956
N 0.138 -2.123 -1.804
N 1.162 0.314 -1.734
N -0.620 0.786 0.328
C 1.092 4.097 0.554
C 0.967 2.299 2.294
C -0.539 -3.365 -4.277
C -2.166 -5.946 -3.934
C -2.670 1.493 1.542
C 2.218 -1.799 4.527
C 1.415 0.390 -4.186
C -1.274 -0.013 4.642
C 4.461 5.181 -3.129
C 0.578 3.286 3.401
C 0.955 -0.238 -2.993
C -1.625 2.063 -2.088
C -2.750 -0.331 0.030
C 3.648 4.153 -3.613
C 0.452 -1.434 -5.469
C -1.985 0.656 0.656
C -0.654 2.750 -1.153
C -0.220 2.150 0.048
C -4.716 0.264 1.185
C 3.202 -2.535 5.159
C 3.596 -3.759 4.636
C -4.078 -0.568 0.278
C -2.066 -0.077 5.777
C -1.165 -2.426 4.614
C -2.732 -7.227 -2.100
C 0.611 2.850 0.936
C 2.480 2.059 -2.795
C -3.056 2.525 -1.781
C 1.986 1.383 -1.683
C 3.300 3.229 -2.644
C 0.723 4.665 -0.648
C -1.346 2.337 -3.567
C -2.851 -7.068 -3.462
C -0.375 -3.369 -1.876
C 1.607 -2.309 3.379
C 1.110 -0.255 -5.429
C 2.151 1.554 -4.081
C 0.361 -1.495 -3.030
C 1.989 -3.545 2.866
C -0.820 -1.191 4.066
C -0.168 4.008 -1.476
C -2.399 -1.300 6.334
C 2.448 1.922 2.364
C -0.804 -4.002 -3.038
C 2.977 -4.269 3.502
C -1.519 -5.241 -2.933
C 0.073 -2.127 -4.276
C -4.016 1.294 1.793
C -1.958 -2.475 5.744
C 4.742 5.043 -1.791
H -0.500 3.450 3.422
H 1.434 0.228 -6.336
H -1.711 3.320 -3.851
H 2.697 1.167 1.613
H 5.342 5.687 -1.177
H -4.596 -1.358 -0.239
H 1.109 5.629 -0.935
H -0.807 -3.340 4.158
H -0.999 0.948 4.229
H 2.529 2.032 -4.970
H -3.164 -7.997 -1.488
H -1.865 1.602 -4.178
H 2.293 1.702 -0.689
H 1.049 4.254 3.254
H 2.687 1.511 3.342
H 3.082 2.789 2.200
H 3.270 -5.232 3.110
H -1.542 0.975 -1.940
H -0.482 4.477 -2.391
H -2.417 0.837 6.231
H 3.321 4.106 -4.637
H -2.152 -5.660 -4.969
H -5.761 0.118 1.396
H -0.453 -3.922 -0.943
H -3.348 2.326 -0.754
H 0.381 1.375 2.453
H -2.130 2.299 2.013
H -0.287 2.282 -3.795
H 4.389 -4.321 5.107
H -3.755 2.019 -2.443
H 0.227 -1.905 -6.413
H -3.134 3.598 -1.946
H 0.890 2.909 4.371
H -0.774 -3.849 -5.210
H 1.920 -0.835 4.917
H 1.755 4.634 1.212
H -3.412 -7.739 -4.087
H -2.986 -1.337 7.240
H -4.530 1.969 2.458
H 4.834 5.991 -3.731
H -2.226 -3.431 6.168
H 3.673 -2.152 6.051
H 1.512 -3.955 1.983
*
```

---

C6H16N3NiSe | ωB97M-V/def2-TZVPD

- Max |F|: 3.2 eV/Å
- Kohn-Sham gap (alpha / beta): 3.39 / 5.45 eV
- <S²>: 2.09

Geometry as ORCA input:
```
! wB97M-V def2-TZVPD RIJCOSX def2/J DEFGRID3
* xyz -1 3
Se 1.211 0.100 1.216
Ni 0.405 0.628 -0.826
N 0.398 1.406 3.658
N 0.886 -1.545 -1.480
N -0.934 -0.270 3.281
C -1.555 -1.450 2.704
C -1.066 0.461 -2.130
C 0.116 0.431 2.754
C -1.307 0.306 4.484
C 1.529 2.309 3.543
C -0.482 1.326 4.720
H 0.540 -2.356 -0.948
H -1.473 1.440 -1.803
H -2.487 -1.194 2.180
H 1.903 -1.554 -1.364
H 1.331 3.180 4.178
H -0.256 0.652 -2.854
H 0.709 -1.780 -2.462
H -1.762 -0.432 -2.186
H -1.804 -2.147 3.517
H -0.865 -1.934 2.006
H 1.648 2.623 2.499
H 2.461 1.830 3.874
H 0.170 1.282 0.538
H -2.132 -0.098 5.075
H 1.364 1.615 -0.123
H -0.418 2.026 5.554
*
```

---

C5H4O2 | ωB97M-V/def2-TZVPD

- Max |F|: 0.8 eV/Å
- Kohn-Sham gap: 9.33 eV
- Relative energy (zero: lowest compared OMol25 entry of this formula, charge and spin): 484.32 kJ/mol
- SMILES string: O=C1C#CCC1=O.[H][H]

Geometry as ORCA input:
```
! wB97M-V def2-TZVPD RIJCOSX def2/J DEFGRID3
* xyz 0 1
O -1.093 -1.635 1.735
O -2.064 -0.361 -0.788
C 1.053 -0.418 1.294
C -0.971 -0.213 -0.342
C -0.460 -0.910 1.051
C 0.242 0.530 -0.727
C 1.154 0.408 0.095
H -0.428 2.172 -2.779
H 1.123 0.116 2.247
H 1.723 -1.283 1.326
H -0.268 1.504 -3.064
*
```

---

C3H5NO2 | ωB97M-V/def2-TZVPD

- Max |F|: 4.1 eV/Å
- Kohn-Sham gap: 8.72 eV
- Relative energy (zero: lowest compared OMol25 entry of this formula, charge and spin): 660.87 kJ/mol

Geometry as ORCA input:
```
! wB97M-V def2-TZVPD RIJCOSX def2/J DEFGRID3
* xyz 0 1
O 1.556 0.577 -0.071
O -0.794 1.517 -0.209
N -2.747 -1.134 -1.164
C -1.877 -0.478 -0.745
C 0.609 -0.384 -0.444
C -0.735 0.302 -0.321
H 0.588 -1.355 0.086
H 1.588 0.089 1.697
H 0.883 1.535 -0.038
H 0.749 -0.611 -1.514
H 0.122 -0.006 2.239
*
```

---

C2H4N4O2 | ωB97M-V/def2-TZVPD

- Max |F|: 7.6 eV/Å
- Kohn-Sham gap: 10.94 eV
- Relative energy (zero: lowest compared OMol25 entry of this formula, charge and spin): 594.59 kJ/mol
- SMILES string: [H]/N=c1/ncn(O)n1O

Geometry as ORCA input:
```
! wB97M-V def2-TZVPD RIJCOSX def2/J DEFGRID3
* xyz 0 1
O -0.265 -1.184 -1.262
O 2.086 -0.556 -0.300
N -1.940 1.573 0.197
N -0.220 0.213 -0.829
N 1.160 0.378 0.057
N -0.684 -0.233 1.420
C 0.557 -0.216 1.327
C -1.049 0.642 0.287
H 1.125 -0.492 2.332
H 1.572 -1.287 -0.470
H -1.836 2.028 -0.602
H -0.506 -0.866 -2.158
*
```